DFT (ωB97M-V with the def2-TZVPD basis set) results for C18H21N3O6 in the gas phase in a non-equilibrium geometry.

Atoms and positions in Å:
1 C -0.77190 1.35126 0.31307
2 H 0.66018 -1.71322 0.52826
3 H -0.47055 2.38537 0.32094
4 C 0.23513 0.39528 0.38103
5 C -4.12254 4.04531 0.02898
6 H -2.17924 3.48944 -0.74023
7 O -3.12280 1.90804 0.20370
8 H -2.26555 3.59451 1.04021
9 C -0.10029 -0.95796 0.41531
10 H -5.63746 -0.89351 -0.20944
11 C -1.43022 -1.33607 0.35168
12 O 8.69790 1.08508 0.20173
13 H -3.92808 5.11255 -0.02102
14 H 6.58969 2.12426 0.73946
15 O 1.89299 2.03539 0.79125
16 C -2.45837 -0.36916 0.24641
17 H -0.23413 -3.66437 -0.34274
18 H 6.36644 -1.84203 -0.86813
19 H 2.28108 -0.90757 -0.28612
20 C 4.63220 1.27377 0.48959
21 C 3.95093 0.12633 0.05502
22 C -1.71759 -4.97383 0.52692
23 C -4.59701 0.02138 -1.86583
24 C -2.80833 3.28736 0.13697
25 H -2.41378 -4.97095 1.36051
26 C 6.65565 0.14103 -0.07387
27 C -4.79603 -0.21439 -0.37304
28 C 5.89232 -0.95057 -0.48078
29 H -2.28313 -5.08151 -0.39411
30 H -0.36425 -3.55594 1.43655
31 H -5.50656 0.43283 -2.29455
32 C -2.11165 0.99380 0.25182
33 H -1.03623 -5.81341 0.63023
34 C 6.00554 1.27396 0.42121
35 N 4.58111 -0.95560 -0.41681
36 C -0.93539 -3.67001 0.50443
37 C 1.62113 0.90365 0.45152
38 O 8.59505 -0.91107 -0.59383
39 H -4.36336 -0.91695 -2.36355
40 H -4.99322 0.73020 0.14041
41 O -1.87037 -2.61814 0.37224
42 N 2.58744 -0.01304 0.07404
43 H -4.65905 3.73823 -0.86495
44 H -4.74402 3.83740 0.89574
45 O -3.70469 -0.89913 0.21846
46 H 4.07860 2.11952 0.85971
47 H -3.78210 0.72008 -2.03684
48 N 8.08449 0.10243 -0.16150

Properties
Gap between HOMO and LUMO ... 0.28471 Ha
LUMO level ... -0.0217 Ha
Relative energy (zero: lowest compared OMol25 entry of this formula, charge and spin) ... 133.85 kcal per mole
SMILES ... CCOc1cc(C(=O)Nc2ccc([N+](=O)[O-])cn2)cc(OCC)c1OCC
HOMO ... -8.34 eV

natural (NBO) population analysis, charges in e, atoms 1 to 2: -0.26 0.21

DFT (ωB97M-V with the def2-TZVPD basis set) results for C18H21N3O6 in the gas phase.

Atoms and positions in Å:
1 H -2.93841 1.23812 -0.50810
2 O 2.74083 -0.57317 1.42546
3 H 3.31610 -3.46532 -3.38221
4 H 4.63953 -4.21349 -1.32704
5 H -5.46399 5.73275 2.18085
6 H 1.63073 -3.94443 -0.87609
7 C -4.05174 3.16247 0.91281
8 H 2.22379 -6.32075 -1.24015
9 H -0.80989 0.03334 -0.07708
10 H -5.72738 4.99062 0.57177
11 H 1.39123 -5.67826 -2.65505
12 C 1.94613 0.98326 -0.20568
13 C -0.81165 2.15161 2.56894
14 C -2.00547 2.80410 2.33514
15 H -2.35486 3.56354 3.01606
16 C 3.94142 -1.17974 -2.45421
17 C -2.32318 1.49072 0.34193
18 N 2.48920 0.09338 -1.20295
19 N 0.85102 0.51387 1.95296
20 H 0.98105 1.37704 -0.52284
21 H 3.78230 -4.86975 0.06969
22 C -1.13239 0.83290 0.57361
23 C 2.50875 -3.21149 -2.69103
24 C -2.76462 2.48516 1.21245
25 O 4.88326 -1.56257 -3.08935
26 O 0.77349 -1.44396 -1.13920
27 O -4.36285 4.08939 1.82695
28 H 1.55203 -3.23498 -3.21949
29 H -7.68100 4.59005 2.08166
30 H 2.66282 1.80216 -0.08578
31 C 2.29787 -5.60969 -2.05853
32 C -5.59144 4.79261 1.64008
33 C -6.77347 4.00190 2.18208
34 C -0.36005 1.17824 1.68146
35 C 3.76514 -4.09313 -0.69065
36 H 0.94880 0.12547 2.88396
37 H 3.83297 -3.13185 -0.18499
38 C 1.87656 -1.12373 -1.48592
39 O 4.54531 1.05136 -1.56775
40 C 3.76892 0.14829 -1.69904
41 C 2.48373 -4.19622 -1.51401
42 H 3.14456 -5.88986 -2.68124
43 N 2.75906 -1.85208 -2.25776
44 H -0.21823 2.39431 3.43784
45 C 1.87388 0.21378 1.11918
46 H -6.88910 3.07742 1.62175
47 O -4.73275 2.91367 -0.05197
48 H -6.61803 3.76292 3.23151

Properties
Gap between HOMO and LUMO ... 0.33846 Ha
LUMO level ... -0.0084 Ha
Relative energy (zero: lowest compared OMol25 entry of this formula, charge and spin) ... 6.55 kcal per mole
SMILES ... CCOC(=O)c1ccc(NC(=O)CN2C(=O)C(=O)N(CC(C)C)C2=O)cc1
HOMO ... -9.44 eV

natural (NBO) population analysis, charges in e, atoms 1 to 2: 0.24 -0.60

DFT (ωB97M-V with the def2-TZVPD basis set) results for C18H21N5O in the gas phase in a non-equilibrium geometry.

Atoms and positions in Å:
1 C 0.78485 -4.78609 1.00343
2 H 2.55249 -1.85134 1.86463
3 C -2.69618 -0.03570 -2.99311
4 H 1.66605 -2.88974 3.05931
5 H -2.84683 -1.00105 -3.36852
6 H -0.95306 -0.39123 1.97134
7 C 1.38754 2.75003 1.07043
8 C -3.05902 1.16995 -3.44066
9 C 2.73159 4.46910 1.72574
10 N 0.00515 0.98669 0.14181
11 H 2.40011 -3.51225 0.24490
12 C -0.71731 -2.92169 1.36538
13 O -2.33657 2.06763 -2.70937
14 C 1.71500 -2.61538 1.93071
15 H 0.55456 -1.32872 0.38521
16 C -1.54199 1.35520 -1.82700
17 C 0.77057 1.45080 1.13144
18 H -0.78326 -3.34600 2.41794
19 H -1.67676 -2.34899 1.05927
20 C -3.87278 1.45664 -4.72278
21 C 0.97807 3.59439 -0.04990
22 H 1.10971 -5.62378 0.30501
23 H -4.82572 2.06335 -4.48371
24 C 0.06626 -0.65004 2.20826
25 H -4.34754 0.64637 -5.18881
26 H 2.78396 -4.63207 1.45402
27 N 0.95710 0.47001 2.00087
28 H 0.16069 -0.96418 3.26130
29 C -0.49716 1.81808 -0.80021
30 H -0.37347 3.64430 -1.74674
31 H 0.38714 -5.27642 1.84311
32 C 2.23989 5.29609 0.69248
33 C -1.72501 0.06675 -1.93243
34 H -1.23866 -0.75792 -1.42781
35 H -0.12276 -3.65217 -0.46593
36 N -0.34200 -4.05189 0.43479
37 H 3.43761 4.92713 2.45667
38 N 1.36281 4.83745 -0.20995
39 C 2.05805 -3.88198 1.13441
40 H 1.78073 0.61284 2.53684
41 H -3.19580 1.94641 -5.42056
42 C 0.46397 -1.87949 1.28603
43 H 2.59522 6.36143 0.70891
44 C 0.00186 3.12542 -0.93206
45 N 2.20088 3.28210 2.02527

Properties
Gap between HOMO and LUMO ... 0.26848 Ha
LUMO level ... -0.0142 Ha
Relative energy (zero: lowest compared OMol25 entry of this formula, charge and spin) ... 101.85 kcal per mole
SMILES ... Cc1ccc(-c2cc3nccnc3c(NC[C@H]3CCCNC3)n2)o1
HOMO ... -7.69 eV

natural (NBO) population analysis, charges in e, atoms 1 to 2: -0.22 0.20

DFT (ωB97M-V with the def2-TZVPD basis set) results for C18H21N5O in the gas phase.

Atoms and positions in Å:
1 C 0.45390 1.74849 0.19288
2 C 0.02743 -2.99898 3.52944
3 C -0.95281 -2.40856 1.02331
4 H 0.42120 -3.24442 4.50310
5 C -0.73291 1.62211 -1.87561
6 H 2.72480 -6.04612 2.10141
7 H -0.43331 0.77817 1.86638
8 C 1.42668 2.90269 -1.82774
9 C 2.22026 -5.19952 1.62698
10 N -0.45344 5.87094 -2.93625
11 C 0.05828 -3.34563 1.15781
12 H -1.05392 4.71653 -5.77357
13 C 0.37712 2.05709 -1.15823
14 H 3.78155 -4.84084 0.19084
15 H -2.42743 0.06412 2.73948
16 H -3.54350 -1.19272 2.21010
17 H -3.30580 -0.56801 0.04018
18 N 1.02671 4.30433 -1.89994
19 C 0.23293 4.69958 -2.92549
20 H -2.58250 0.55970 -1.82919
21 C -2.57994 -0.72090 1.98949
22 H 1.51173 -5.59316 0.88754
23 H 2.36966 2.85965 -1.27596
24 H 3.96484 -3.94131 1.70368
25 H -1.36761 -1.56345 4.25379
26 N -2.68985 -0.10481 0.69044
27 C -1.72710 0.89551 -1.25890
28 C 0.56134 -3.65231 2.41624
29 C -1.47825 -1.75199 2.12322
30 C -0.72702 4.92754 -4.77639
31 H -0.80678 1.85993 -2.92643
32 H 1.31046 2.07495 0.76723
33 H 0.81405 4.72482 -1.00546
34 C -0.53553 1.01648 0.81995
35 H 0.43617 -3.82602 0.26916
36 H 1.58758 2.57839 -2.85659
37 H -1.32106 -2.18721 0.03219
38 H -0.52542 6.58901 -2.23549
39 H 2.77184 -3.42347 0.51317
40 C 3.25034 -4.29036 0.96247
41 N -1.06691 6.01360 -4.13714
42 C -1.64990 0.57823 0.10208
43 O 1.53546 -4.56413 2.68700
44 C -0.97175 -2.06328 3.38103
45 N 0.06842 4.08532 -4.08220

Properties
Gap between HOMO and LUMO ... 0.31276 Ha
LUMO level ... 0.0274 Ha
Relative energy (zero: lowest compared OMol25 entry of this formula, charge and spin) ... 25.76 kcal per mole
SMILES ... CCOc1ccc(CNc2ccc(CNc3ncn[nH]3)cc2)cc1
HOMO ... -7.76 eV

natural (NBO) population analysis, charges in e, atoms 1 to 2: -0.19 -0.25

DFT (ωB97M-V with the def2-TZVPD basis set) results for C18H21N5O2S2 in the gas phase in a non-equilibrium geometry.

Atoms and positions in Å:
1 C -1.67541 -1.01016 -2.42425
2 H -0.60762 -1.07246 -2.23192
3 C 1.84430 -2.09717 -0.89729
4 H -1.14712 -2.22472 0.00424
5 H 3.80493 -0.01114 2.16731
6 H -1.14290 0.73214 -0.86445
7 N 2.04339 1.98886 1.22557
8 H -1.73023 2.77377 0.66906
9 N 2.49463 1.31947 -1.39441
10 O -3.25945 0.21095 1.42756
11 H -1.12084 -0.76592 2.64191
12 C -3.93793 -0.72066 -1.37647
13 H 3.67838 -3.21805 -0.46667
14 N 1.48683 -0.81906 -1.17115
15 H -2.77561 -2.07152 0.67386
16 H 2.91532 -2.10632 3.14825
17 H -4.32952 -1.58592 -1.90437
18 N -0.16601 1.66434 1.42442
19 H -4.10601 0.16636 -1.98301
20 C -0.06072 -0.60524 2.53238
21 C 0.86049 -1.54715 2.94082
22 C -2.20277 -2.14565 -0.24627
23 H -1.99207 -1.89323 -2.97288
24 N -1.91997 0.27155 -0.40710
25 C -2.44195 -0.90373 -1.10937
26 O 0.29314 1.58757 -1.89783
27 C -2.34769 0.69346 0.78465
28 C 1.56012 3.54414 -1.36896
29 H 2.59511 3.82765 -1.19102
30 H -1.85958 -0.13324 -3.03993
31 C 2.23597 -1.33834 2.80883
32 H 1.07870 -2.84947 -0.85640
33 C 1.36247 2.06374 -1.60485
34 H 3.33921 1.79912 -1.11393
35 C 2.50365 -0.03843 -1.18663
36 S 0.55934 3.95403 0.12018
37 H 1.12611 4.13254 -2.17559
38 C 1.83194 0.77674 1.83042
39 C 2.74390 -0.18033 2.26226
40 C 0.44173 0.55625 1.96628
41 C 3.16745 -2.30614 -0.69567
42 S 4.04133 -0.83082 -0.85953
43 H -4.47240 -0.60857 -0.43771
44 H -1.98698 2.14905 2.31832
45 C -1.57619 1.91525 1.32969
46 C 0.85030 2.46809 1.00427
47 H 0.51147 -2.47095 3.37705
48 H -2.51127 -3.04069 -0.77967

Properties
Gap between HOMO and LUMO ... 0.31890 Ha
LUMO level ... 0.0108 Ha
Relative energy (zero: lowest compared OMol25 entry of this formula, charge and spin) ... 3.62 kcal per mole
SMILES ... CC(C)(C)NC(=O)Cn1c(SCC(=O)Nc2nccs2)nc2ccccc21
HOMO ... -8.38 eV

natural (NBO) population analysis, charges in e, atoms 1 to 2: -0.62 0.24